Molecular formula: C22H53Br10N3O3
Method: DFT, the ωB97M-V functional and the def2-TZVPD basis

Bonds (Å) are listed after each position.
Cartesian coordinates (Å):
1 C 2.581 0.910 5.700  O2 1.460, H7 1.090, H8 1.090, H9 1.090
2 O 2.048 1.534 6.907  C1 1.460, C3 1.452
3 C 0.612 1.749 6.931  O2 1.452, C4 1.549, H10 1.090, H11 1.090
4 C 0.189 2.497 8.219  C3 1.549, C5 1.520, N6 1.417, H12 1.090
5 C 0.472 1.673 9.465  C4 1.520, H13 1.090, H14 1.090, H15 1.090
6 N -1.152 2.943 8.109  C4 1.417, H16 1.010, H17 1.010
7 H 2.339 1.464 4.793  C1 1.090
8 H 2.484 -0.171 5.606  C1 1.090
9 H 3.614 1.120 5.977  C1 1.090
10 H 0.302 2.311 6.051  C3 1.090
11 H 0.151 0.761 6.944  C3 1.090
12 H 0.711 3.436 8.399  C4 1.090
13 H 0.156 0.637 9.340  C5 1.090
14 H -0.132 2.007 10.309  C5 1.090
15 H 1.525 1.900 9.625  C5 1.090
16 H -1.314 3.611 7.370  N6 1.010
17 H -1.494 3.290 8.993  N6 1.010
18 C -5.301 -1.120 -4.289  O19 1.390, H24 1.090, H25 1.090, H26 1.090
19 O -4.642 -0.157 -5.045  C18 1.390, C20 1.404
20 C -4.544 1.084 -4.397  O19 1.404, C21 1.520, H27 1.090, H28 1.090
21 C -3.910 2.109 -5.324  C20 1.520, C22 1.556, N23 1.471, H29 1.090
22 C -2.533 1.797 -5.980  C21 1.556, H30 1.090, H31 1.090, H32 1.090
23 N -3.908 3.470 -4.766  C21 1.471, H33 1.010, H34 1.010
24 H -5.436 -2.001 -4.917  C18 1.090
25 H -6.234 -0.757 -3.857  C18 1.090
26 H -4.642 -1.495 -3.506  C18 1.090
27 H -5.527 1.411 -4.059  C20 1.090
28 H -3.975 1.112 -3.468  C20 1.090
29 H -4.630 2.148 -6.141  C21 1.090
30 H -2.355 0.814 -6.416  C22 1.090
31 H -1.777 1.782 -5.195  C22 1.090
32 H -2.242 2.586 -6.673  C22 1.090
33 H -3.469 3.926 -5.553  N23 1.010
34 H -4.862 3.797 -4.830  N23 1.010
35 C 2.034 6.365 -4.253  O36 1.454, H41 1.090, H42 1.090, H43 1.090
36 O 1.061 6.067 -3.215  C35 1.454, C37 1.404
37 C 1.556 5.573 -1.997  O36 1.404, C38 1.528, H44 1.090, H45 1.090
38 C 0.409 5.533 -0.988  C37 1.528, C39 1.510, N40 1.430, H46 1.090
39 C 0.924 5.260 0.405  C38 1.510, H47 1.090, H48 1.090, H49 1.090
40 N -0.603 4.573 -1.305  C38 1.430, H50 1.010, H51 1.010
41 H 2.735 5.533 -4.322  C35 1.090
42 H 2.670 7.197 -3.950  C35 1.090
43 H 1.579 6.520 -5.232  C35 1.090
44 H 2.003 4.594 -2.168  C37 1.090
45 H 2.329 6.281 -1.698  C37 1.090
46 H 0.022 6.549 -0.909  C38 1.090
47 H 0.039 5.297 1.040  C39 1.090
48 H 1.490 6.079 0.849  C39 1.090
49 H 1.345 4.257 0.479  C39 1.090
50 H -0.912 4.543 -2.266  N40 1.010
51 H -1.416 4.611 -0.707  N40 1.010
52 Br 3.896 -7.743 -0.494  C53 1.965
53 C 3.081 -7.788 1.293  Br52 1.965, C54 1.567, H56 1.090, H57 1.090
54 C 2.026 -8.947 1.342  C53 1.567, Br55 2.051, H58 1.090, H59 1.090
55 Br 1.558 -9.448 3.274  C54 2.051
56 H 2.624 -6.811 1.448  C53 1.090
57 H 3.784 -7.909 2.117  C53 1.090
58 H 2.389 -9.800 0.769  C54 1.090
59 H 1.044 -8.695 0.943  C54 1.090
60 Br -5.528 1.468 4.123  C61 2.002
61 C -4.968 -0.436 4.390  Br60 2.002, C62 1.523, H64 1.090, H65 1.090
62 C -5.269 -1.284 3.162  C61 1.523, Br63 2.000, H66 1.090, H67 1.090
63 Br -7.073 -1.043 2.333  C62 2.000
64 H -5.413 -0.717 5.345  C61 1.090
65 H -3.902 -0.428 4.619  C61 1.090
66 H -5.086 -2.312 3.477  C62 1.090
67 H -4.431 -1.057 2.504  C62 1.090
68 Br -1.270 -5.768 -4.793  C69 2.035
69 C 0.195 -6.196 -6.139  Br68 2.035, C70 1.555, H72 1.090, H73 1.090
70 C 1.376 -5.203 -5.953  C69 1.555, Br71 1.970, H74 1.090, H75 1.090
71 Br 3.008 -5.859 -6.842  C70 1.970
72 H -0.261 -6.135 -7.127  C69 1.090
73 H 0.439 -7.245 -5.972  C69 1.090
74 H 1.600 -5.152 -4.888  C70 1.090
75 H 1.109 -4.218 -6.337  C70 1.090
76 Br 5.992 -2.324 -2.605  C77 1.958
77 C 6.948 -2.624 -0.923  Br76 1.958, C78 1.481, H80 1.090, H81 1.090
78 C 7.632 -1.365 -0.547  C77 1.481, Br79 1.988, H82 1.090, H83 1.090
79 Br 8.769 -1.711 1.047  C78 1.988
80 H 7.597 -3.495 -1.016  C77 1.090
81 H 6.239 -2.860 -0.130  C77 1.090
82 H 6.994 -0.515 -0.305  C78 1.090
83 H 8.311 -1.102 -1.358  C78 1.090
84 Br -0.623 -2.928 1.685  C85 2.006
85 C -0.902 -2.151 -0.144  Br84 2.006, C86 1.561, H88 1.090, H89 1.090
86 C -0.300 -0.720 -0.311  C85 1.561, Br87 2.008, H90 1.090, H91 1.090
87 Br 1.674 -0.930 -0.004  C86 2.008
88 H -1.942 -2.227 -0.463  C85 1.090
89 H -0.368 -2.886 -0.746  C85 1.090
90 H -0.735 -0.063 0.442  C86 1.090
91 H -0.589 -0.379 -1.305  C86 1.090

As for the LUMO energy: 0.018 eV. As for the structure (SMILES): COC[C@H](C)N.COC[C@H](C)N.COC[C@H](C)N.BrCCBr.BrCCBr.BrCCBr.BrCCBr.BrCCBr. As for the relative energy (zero: lowest compared OMol25 entry of this formula, charge and spin): 1.145 eV. Its charge is 0. As for the orbital gap: 0.3264 Eh.